Record 1
{"formula": "C6H9N", "method": "wB97M-V/def2-TZVPD", "relative_energy_ev": 4.485, "total_energy_ha": -288.61721, "gap_ev": 10.06, "smiles": "CC#CCN1CC1", "elements": ["C", "C", "C", "C", "N", "C", "C", "H", "H", "H", "H", "H", "H", "H", "H", "H"], "positions_angstrom": [[-0.57, -0.25, -2.61], [-1.37, -0.38, -1.40], [-1.69, -0.18, -0.26], [-0.95, 0.68, 0.70], [-0.09, -0.12, 1.54], [1.12, 0.55, 1.96], [1.18, -0.55, 0.97], [-0.38, 0.83, -2.75], [-1.05, -0.65, -3.49], [0.40, -0.74, -2.45], [-0.35, 1.36, 0.06], [-1.61, 1.30, 1.31], [1.40, 0.40, 3.00], [1.31, 1.56, 1.57], [1.43, -0.29, -0.06], [1.50, -1.55, 1.27]]}

Record 2
{"formula": "C28H50LaP2Si", "method": "wB97M-V/def2-TZVPD", "relative_energy_ev": 6.564, "total_energy_ha": -2100.19950, "total_charge": 1, "gap_ev": [7.38, 5.88], "elements": ["La", "C", "C", "C", "C", "C", "C", "H", "H", "H", "C", "H", "H", "H", "C", "H", "H", "H", "C", "H", "H", "H", "C", "H", "H", "H", "C", "C", "C", "C", "C", "C", "C", "C", "H", "H", "H", "H", "H", "H", "H", "H", "H", "H", "H", "H", "P", "C", "C", "P", "C", "C", "C", "H", "H", "H", "H", "H", "H", "H", "H", "H", "H", "H", "H", "H", "H", "C", "Si", "C", "C", "C", "C", "H", "H", "H", "H", "H", "H", "H", "H", "H"], "positions_angstrom": [[-0.39, -0.91, -0.04], [-2.40, 2.48, -0.76], [-3.27, 1.42, -0.48], [-2.26, 2.01, 1.50], [-1.73, 2.83, 0.46], [-3.23, 1.16, 0.92], [-2.18, 3.13, -2.07], [-2.25, 2.40, -2.89], [-1.20, 3.62, -2.11], [-2.95, 3.90, -2.25], [-0.65, 3.81, 0.64], [-0.50, 4.41, -0.28], [0.31, 3.30, 0.89], [-0.88, 4.51, 1.48], [-1.82, 2.06, 2.90], [-1.84, 3.08, 3.29], [-0.79, 1.68, 2.97], [-2.46, 1.42, 3.52], [-4.03, 0.14, 1.66], [-5.08, 0.49, 1.76], [-3.63, -0.01, 2.67], [-4.05, -0.84, 1.15], [-4.15, 0.73, -1.46], [-5.13, 1.23, -1.57], [-4.33, -0.31, -1.17], [-3.67, 0.72, -2.45], [2.31, -1.81, -2.13], [1.68, -2.04, -3.44], [0.55, -2.87, -3.78], [-0.41, -3.47, -2.69], [-0.62, -2.69, -1.39], [-0.02, -3.33, -0.11], [1.51, -3.08, 0.02], [2.27, -3.16, -1.30], [0.90, -3.75, -4.36], [-0.09, -4.51, -2.48], [-0.01, -2.27, -4.53], [1.93, -4.02, -1.93], [3.38, -1.59, -2.35], [2.27, -1.68, -4.31], [3.33, -3.44, -1.12], [1.76, -2.12, 0.54], [-0.24, -4.43, -0.09], [1.89, -3.91, 0.64], [-1.41, -3.48, -3.18], [-1.72, -2.46, -1.28], [1.81, 1.16, -2.73], [3.20, 0.92, -3.91], [0.31, 0.75, -3.69], [-1.01, -3.22, 1.62], [1.70, -0.47, -1.64], [-2.33, -4.44, 1.34], [0.31, -3.70, 2.78], [4.01, 1.52, -3.48], [2.91, 1.40, -4.85], [3.53, -0.12, -4.04], [-0.08, -0.25, -3.49], [0.45, 0.78, -4.76], [-0.48, 1.43, -3.37], [1.03, -4.39, 2.32], [-0.11, -4.17, 3.69], [0.86, -2.79, 3.11], [1.93, -0.30, -0.56], [0.62, -0.65, -1.92], [-2.98, -4.55, 2.23], [-1.90, -5.42, 1.06], [-2.97, -4.09, 0.51], [0.87, 3.62, 4.20], [2.21, 2.68, 3.22], [3.18, 3.94, 2.21], [3.29, 1.73, 4.41], [1.47, 1.37, 2.12], [1.07, 0.40, 1.44], [1.31, 4.33, 4.92], [0.25, 2.91, 4.78], [0.19, 4.20, 3.55], [3.69, 4.69, 2.82], [3.95, 3.42, 1.62], [2.54, 4.48, 1.50], [2.67, 0.99, 4.94], [4.03, 1.17, 3.84], [3.81, 2.33, 5.16]]}

Record 3
{"formula": "C5H5N", "method": "wB97M-V/def2-TZVPD", "relative_energy_ev": 4.771, "total_energy_ha": -248.09970, "gap_ev": 9.53, "smiles": "C1=CC2=N[C@H]2C1", "elements": ["C", "C", "C", "N", "C", "C", "H", "H", "H", "H", "H"], "positions_angstrom": [[0.58, -0.68, 0.16], [-0.25, -1.67, -0.06], [-1.75, -0.74, -0.27], [-2.43, -0.02, 0.49], [-1.38, 0.62, -0.45], [0.02, 0.73, 0.25], [1.66, -0.97, 0.40], [-0.29, -2.74, -0.24], [-1.85, 1.22, -1.22], [-0.04, 1.02, 1.41], [0.61, 1.39, -0.27]]}

Copy entry 2 word for word.
{"formula": "C28H50LaP2Si", "method": "wB97M-V/def2-TZVPD", "relative_energy_ev": 6.564, "total_energy_ha": -2100.19950, "total_charge": 1, "gap_ev": [7.38, 5.88], "elements": ["La", "C", "C", "C", "C", "C", "C", "H", "H", "H", "C", "H", "H", "H", "C", "H", "H", "H", "C", "H", "H", "H", "C", "H", "H", "H", "C", "C", "C", "C", "C", "C", "C", "C", "H", "H", "H", "H", "H", "H", "H", "H", "H", "H", "H", "H", "P", "C", "C", "P", "C", "C", "C", "H", "H", "H", "H", "H", "H", "H", "H", "H", "H", "H", "H", "H", "H", "C", "Si", "C", "C", "C", "C", "H", "H", "H", "H", "H", "H", "H", "H", "H"], "positions_angstrom": [[-0.39, -0.91, -0.04], [-2.40, 2.48, -0.76], [-3.27, 1.42, -0.48], [-2.26, 2.01, 1.50], [-1.73, 2.83, 0.46], [-3.23, 1.16, 0.92], [-2.18, 3.13, -2.07], [-2.25, 2.40, -2.89], [-1.20, 3.62, -2.11], [-2.95, 3.90, -2.25], [-0.65, 3.81, 0.64], [-0.50, 4.41, -0.28], [0.31, 3.30, 0.89], [-0.88, 4.51, 1.48], [-1.82, 2.06, 2.90], [-1.84, 3.08, 3.29], [-0.79, 1.68, 2.97], [-2.46, 1.42, 3.52], [-4.03, 0.14, 1.66], [-5.08, 0.49, 1.76], [-3.63, -0.01, 2.67], [-4.05, -0.84, 1.15], [-4.15, 0.73, -1.46], [-5.13, 1.23, -1.57], [-4.33, -0.31, -1.17], [-3.67, 0.72, -2.45], [2.31, -1.81, -2.13], [1.68, -2.04, -3.44], [0.55, -2.87, -3.78], [-0.41, -3.47, -2.69], [-0.62, -2.69, -1.39], [-0.02, -3.33, -0.11], [1.51, -3.08, 0.02], [2.27, -3.16, -1.30], [0.90, -3.75, -4.36], [-0.09, -4.51, -2.48], [-0.01, -2.27, -4.53], [1.93, -4.02, -1.93], [3.38, -1.59, -2.35], [2.27, -1.68, -4.31], [3.33, -3.44, -1.12], [1.76, -2.12, 0.54], [-0.24, -4.43, -0.09], [1.89, -3.91, 0.64], [-1.41, -3.48, -3.18], [-1.72, -2.46, -1.28], [1.81, 1.16, -2.73], [3.20, 0.92, -3.91], [0.31, 0.75, -3.69], [-1.01, -3.22, 1.62], [1.70, -0.47, -1.64], [-2.33, -4.44, 1.34], [0.31, -3.70, 2.78], [4.01, 1.52, -3.48], [2.91, 1.40, -4.85], [3.53, -0.12, -4.04], [-0.08, -0.25, -3.49], [0.45, 0.78, -4.76], [-0.48, 1.43, -3.37], [1.03, -4.39, 2.32], [-0.11, -4.17, 3.69], [0.86, -2.79, 3.11], [1.93, -0.30, -0.56], [0.62, -0.65, -1.92], [-2.98, -4.55, 2.23], [-1.90, -5.42, 1.06], [-2.97, -4.09, 0.51], [0.87, 3.62, 4.20], [2.21, 2.68, 3.22], [3.18, 3.94, 2.21], [3.29, 1.73, 4.41], [1.47, 1.37, 2.12], [1.07, 0.40, 1.44], [1.31, 4.33, 4.92], [0.25, 2.91, 4.78], [0.19, 4.20, 3.55], [3.69, 4.69, 2.82], [3.95, 3.42, 1.62], [2.54, 4.48, 1.50], [2.67, 0.99, 4.94], [4.03, 1.17, 3.84], [3.81, 2.33, 5.16]]}